Entry P
Below is 2 unconnected molecules or ions with the total composition C6H14NO, with properties calculated with ωB97M-V with the def2-TZVPD basis set.

The calculation puts the HOMO energy at -12.227 eV. For the gap between HOMO and LUMO, the calculation gives 0.2945 hartree. As for the charge: +1. For the molar mass, the calculation gives 116.184 g mol⁻¹.

Structure (XYZ):
```
22
Properties=species:S:1:pos:R:3:nbo_charge:R:1
C -0.5933 0.1331 -0.0834 -0.08
C 1.9503 0.3050 -1.4645 -0.74
C 2.0070 -1.2195 0.5670 -0.78
C -2.8253 -0.5603 -0.3528 -0.41
C -2.0206 0.3763 1.8178 -0.42
C 2.0406 0.1203 -0.0294 0.72
N -1.7140 0.0241 0.4425 -0.34
O 2.3847 1.1852 0.5804 -0.60
H -0.5921 -0.2044 -1.2041 0.12
H 1.3436 1.1629 -1.6893 0.29
H 1.8410 -0.6848 -2.0272 0.26
H 2.9972 0.6101 -1.7650 0.28
H 1.5204 -1.9853 -0.1376 0.27
H 1.2582 -1.2611 1.4304 0.29
H 2.9606 -1.6713 0.8971 0.28
H -2.3453 -1.2752 -0.8580 0.21
H -3.0728 0.2630 -1.0246 0.23
H -3.5651 -0.9985 0.3427 0.22
H -1.3069 1.0338 2.2789 0.23
H -2.0836 -0.5412 2.3406 0.21
H -2.9516 0.9064 1.8944 0.22
H 2.7871 1.2346 1.4165 0.53
```


Entry Q
Below is a gas-phase ion, C6H14NO (charge +1), with properties calculated with ωB97M-V with the def2-TZVPD basis set.

The calculation puts the HOMO energy at -13.830 eV. For the gap between HOMO and LUMO, the calculation gives 0.3969 hartree. As for the charge: +1. The SMILES is [NH3+]CCC/C=C/CO. For the molar mass, the calculation gives 116.184 g mol⁻¹.

Structure (XYZ):
```
22
Properties=species:S:1:pos:R:3:nbo_charge:R:1
N -1.3050 0.9547 -0.3462 -0.70
C -1.4362 -0.2004 -1.3095 -0.21
C -0.1815 -0.7177 -1.9513 -0.42
C 0.8129 -1.3757 -0.9815 -0.46
C 0.7845 -0.9103 0.4711 -0.16
C 1.3870 0.2192 0.7932 -0.24
C 1.2009 0.7687 2.1763 -0.09
O -0.2382 1.0239 2.2712 -0.78
H -0.9097 0.6641 0.5919 0.49
H -2.2343 1.2944 -0.2182 0.43
H -0.7375 1.7059 -0.5917 0.42
H -1.7462 -0.9719 -0.6237 0.21
H -2.2476 0.0211 -1.9924 0.23
H -0.5195 -1.4281 -2.6603 0.25
H 0.3059 -0.0163 -2.5990 0.22
H 1.8065 -1.3497 -1.3814 0.24
H 0.5834 -2.4468 -0.9696 0.23
H 0.0828 -1.4480 1.1017 0.21
H 2.0079 0.6194 0.0283 0.22
H 1.5936 1.7530 2.3765 0.20
H 1.4525 0.1053 2.9380 0.20
H -0.4622 1.7351 2.8765 0.50
```


Which structure loses on stability? entry P does.


Entry P
Below is a gas-phase ion, C10H18N3O2 (charge +1), with properties calculated with ωB97M-V with the def2-TZVPD basis set.

The calculation puts the HOMO energy (alpha / beta) at -12.332 / -12.332 eV. For the gap between HOMO and LUMO (alpha / beta), the calculation gives 0.3387 / 0.3387 hartree. As for the charge: +1. The SMILES is CC(C)(C[NH3+])C1=[N+]([O-])O[C@H](/C=C/N)C=C1. For the molar mass, the calculation gives 212.273 g mol⁻¹.

Structure (XYZ):
```
33
Properties=species:S:1:pos:R:3:nbo_charge:R:1
C -0.0584 2.6437 0.1667 -0.63
C 0.1939 1.1185 0.6622 -0.06
C 1.5666 1.0731 1.3094 -0.62
C -0.9233 0.6539 1.6875 -0.25
N -2.2205 1.2327 1.4647 -0.74
C 0.0537 0.2625 -0.6335 0.21
N -1.0927 -0.0023 -1.2084 0.32
O -2.2650 0.1056 -0.7237 -0.54
O -0.9512 -0.6310 -2.3584 -0.30
C 0.1421 -1.6075 -2.4346 0.01
C 0.1042 -2.5212 -1.2880 -0.32
C 0.5331 -2.1522 -0.0408 0.06
N 0.1560 -2.8468 1.2165 -0.84
C 1.3222 -0.6237 -2.4608 -0.12
C 1.2351 0.2441 -1.4842 -0.30
H -0.9505 2.7250 -0.5327 0.23
H 0.9942 2.8273 -0.3526 0.24
H -0.1761 3.2933 1.0441 0.22
H 2.3782 1.7498 0.8735 0.24
H 1.5403 1.1783 2.3381 0.23
H 1.9317 0.0281 1.1348 0.22
H -0.4479 0.8074 2.5805 0.22
H -0.9727 -0.4010 1.5146 0.23
H -2.1552 2.2341 1.3844 0.42
H -2.6712 0.9909 2.3860 0.44
H -2.4832 0.7357 0.4231 0.48
H -0.0090 -2.0442 -3.4656 0.26
H -0.6807 -3.2231 -1.4883 0.23
H 1.2259 -1.3081 -0.0055 0.20
H 1.0226 -3.2873 1.6220 0.40
H -0.5860 -3.5308 1.1081 0.39
H 2.2243 -0.8068 -3.0672 0.25
H 2.0195 1.0822 -1.3718 0.26
```


Entry Q
Below is a gas-phase ion, C10H18N3O2 (charge +1), with properties calculated with ωB97M-V with the def2-TZVPD basis set.

The calculation puts the HOMO energy at -12.361 eV. For the gap between HOMO and LUMO, the calculation gives 0.3273 hartree. As for the charge: +1. The SMILES is CC(C)(C[NH3+])[C@@]1([N+](=O)[O-])C=CC=C[C@@H]1N. For the molar mass, the calculation gives 212.273 g mol⁻¹.

Structure (XYZ):
```
33
Properties=species:S:1:pos:R:3:nbo_charge:R:1
C 1.3717 -0.3037 -1.9582 -0.64
C 0.8330 -0.3480 -0.5444 0.00
C 0.6995 -1.8261 -0.0179 -0.64
C 1.9117 0.3566 0.3933 -0.24
N 1.7395 1.8409 0.4377 -0.75
C -0.7025 0.1550 -0.5726 0.03
N -0.9722 1.3638 -1.3631 0.52
O -2.0458 1.4218 -1.8817 -0.28
O -0.2028 2.2876 -1.2471 -0.45
C -1.5854 -0.8819 -1.1464 -0.18
C -2.6507 -1.4472 -0.6103 -0.21
C -3.4056 -0.6431 0.4238 -0.17
C -2.8341 0.4064 1.0626 -0.23
C -1.2356 0.4612 1.0641 -0.04
N -0.7176 1.7782 1.4855 -0.85
H 0.5428 -0.3823 -2.6151 0.22
H 1.9280 -1.2005 -2.0573 0.23
H 2.0046 0.5577 -2.2099 0.23
H 1.6702 -2.3254 -0.0557 0.23
H 0.2484 -2.1046 0.8822 0.23
H 0.2251 -2.3841 -0.7641 0.24
H 2.8884 -0.0537 0.0794 0.25
H 1.5772 -0.0674 1.3710 0.22
H 2.5094 2.4509 0.7481 0.43
H 0.8271 1.9952 1.0327 0.46
H 1.3797 2.1214 -0.4472 0.45
H -1.2830 -1.3497 -2.1468 0.23
H -3.1043 -2.2744 -1.1900 0.25
H -4.4280 -0.6369 0.5561 0.23
H -3.2669 0.9983 1.8427 0.22
H -0.8762 -0.3525 1.5994 0.22
H -0.8541 1.8012 2.4399 0.39
H -1.1005 2.6233 1.0667 0.41
```


Which structure loses on stability? entry P does.